Formula: C7H14BrN2O2
Source: the Open Molecules 2025 dataset
Level of theory: wB97M-V/def2-TZVPD

Geometry (Å):
C  1.085  0.364  -0.232
C  -0.125  -0.269  0.456
C  1.067  0.391  -1.801
C  2.398  -0.107  0.372
C  -1.045  -2.432  -0.039
C  -2.653  -0.549  0.628
C  -1.315  -0.875  -0.084
N  1.072  1.827  0.240
N  -0.170  2.149  0.166
O  2.021  2.497  0.605
O  -0.490  3.294  0.785
Br  0.004  -0.581  2.319
H  1.217  -0.548  -2.290
H  1.758  1.160  -2.141
H  0.256  0.965  -2.309
H  2.373  -1.221  0.357
H  2.639  0.225  1.293
H  3.101  0.128  -0.333
H  -1.909  -2.897  -0.360
H  -0.739  -2.816  1.026
H  -0.309  -2.744  -0.774
H  -3.570  -0.718  0.066
H  -2.638  0.449  0.797
H  -2.661  -1.032  1.553
H  -1.614  -0.627  -1.177
H  0.247  3.965  0.874

Forces on atoms 1 to 6 (eV/Å):
C 0.69 0.66 -0.43
C 0.19 0.61 1.28
C -0.72 1.84 0.23
C -2.12 -4.05 -2.57
C 2.29 0.12 1.96
C 0.74 -1.48 -0.81

As for the energy: -3108.62916 Eh. The value obtained for the HOMO energy is -13.6 eV. The net charge is +1.

The molecule's Mulliken atomic charges, reported in e, are given here:
1. C 1.64
2. C -0.51
3. C -1.81
4. C -1.89
5. C -1.28
6. C -1.75
7. C 0.71
8. N 0.89
9. N -0.25
10. O -0.67
11. O -0.43
12. Br 0.19
13. H 0.44
14. H 0.46
15. H 0.42
16. H 0.43
17. H 0.58
18. H 0.49
19. H 0.51
20. H 0.33
21. H 0.36
22. H 0.40
23. H 0.53
24. H 0.45
25. H 0.36
26. H 0.38

=====

Formula: C7H14ClN2
Source: the Open Molecules 2025 dataset
Level of theory: wB97M-V/def2-TZVPD

Geometry (Å):
C  1.185  -0.265  1.141
C  -0.016  -0.331  0.134
C  -1.318  0.370  0.767
C  -0.183  -1.789  -0.277
N  0.284  0.449  -1.161
C  0.741  1.790  -0.755
C  -0.122  2.747  -1.113
N  -1.227  2.235  -1.740
Cl  -2.852  2.765  -1.324
C  -0.991  0.852  -2.091
H  2.147  -0.485  0.636
H  1.149  0.656  1.608
H  1.034  -1.033  1.798
H  -1.572  1.300  0.309
H  -0.893  0.699  1.739
H  -2.128  -0.280  0.720
H  0.769  -2.074  -0.867
H  -0.343  -2.391  0.579
H  -0.998  -1.974  -0.837
H  1.046  -0.111  -1.692
H  1.627  1.688  -0.235
H  -0.292  3.729  -0.942
H  -1.833  0.093  -1.855
H  -0.623  0.830  -3.108

Forces on atoms 1 to 6 (eV/Å):
C -0.20 0.04 -3.89
C -0.97 0.01 0.13
C 3.93 0.23 0.48
C 3.61 1.16 0.24
N -0.12 0.06 -0.66
C -0.72 0.11 -1.41

As for the energy: -844.45172 Eh. The value obtained for the HOMO energy is -13.0 eV. The net charge is +1. As for the structure (SMILES): CC(C)(C)[N@@H+]1C=CN(Cl)C1.

The molecule's Mulliken atomic charges, reported in e, are given here:
1. C -2.13
2. C 1.13
3. C -1.18
4. C -1.63
5. N 0.04
6. C -0.41
7. C -0.61
8. N -0.10
9. Cl 0.00
10. C -0.35
11. H 0.35
12. H 0.69
13. H 0.56
14. H 0.28
15. H 0.38
16. H 0.35
17. H 0.36
18. H 0.50
19. H 0.47
20. H 0.47
21. H 0.63
22. H 0.56
23. H 0.26
24. H 0.36

=====

Formula: C7H14ClN3O
Source: the Open Molecules 2025 dataset
Level of theory: wB97M-V/def2-TZVPD

Geometry (Å):
C  3.120  -0.694  -1.674
C  1.622  -0.879  -1.750
Cl  1.119  -2.269  -2.513
N  0.836  -0.080  -1.076
C  -0.664  -0.521  -0.917
O  -0.640  -1.752  -0.298
C  0.034  -1.812  0.938
C  0.053  -0.682  1.667
C  -0.916  0.547  1.312
N  -0.354  1.983  1.717
N  -1.249  0.579  -0.063
C  -2.635  0.841  -0.287
H  3.598  0.254  -1.912
H  3.459  -1.484  -2.379
H  3.422  -0.905  -0.672
H  1.119  0.707  -0.562
H  -1.137  -0.508  -1.912
H  0.558  -2.698  1.095
H  0.366  -0.624  2.715
H  -1.877  0.387  1.886
H  0.572  2.181  1.488
H  -0.409  2.119  2.692
H  -0.936  2.711  1.398
H  -2.781  1.115  -1.258
H  -3.334  -0.026  -0.118
H  -2.946  1.507  0.482

Forces on atoms 1 to 6 (eV/Å):
C -0.34 -1.19 -1.78
C 1.56 1.83 1.41
Cl -0.46 0.21 -0.20
N -2.54 -3.33 -2.14
C 1.07 2.48 2.23
O 0.23 -0.66 0.02

As for the energy: -974.12421 Eh. The value obtained for the HOMO energy is -17.4 eV. The net charge is +2. As for the structure (SMILES): C/C(Cl)=[NH+]/[C@H]1OC=C[C@@H]([NH3+])N1C.

The molecule's Mulliken atomic charges, reported in e, are given here:
1. C -1.11
2. C 0.74
3. Cl 0.02
4. N 0.10
5. C -0.48
6. O -0.36
7. C -0.54
8. C -0.52
9. C -0.19
10. N -0.17
11. N -0.11
12. C -1.00
13. H 0.38
14. H 0.36
15. H 0.36
16. H 0.24
17. H 0.54
18. H 0.59
19. H 0.47
20. H 0.54
21. H 0.30
22. H 0.37
23. H 0.34
24. H 0.40
25. H 0.36
26. H 0.40

=====

Formula: C7H14ClN4S
Source: the Open Molecules 2025 dataset
Level of theory: wB97M-V/def2-TZVPD

Geometry (Å):
C  0.916  1.638  -1.155
C  0.384  -0.211  -2.313
C  -0.044  1.356  -0.049
C  -0.502  -0.084  -0.007
C  1.693  -2.959  1.792
C  -1.538  3.879  -0.304
C  0.671  -2.298  0.790
N  1.190  0.861  -2.190
N  -0.469  -0.611  -1.374
N  -1.727  -0.390  0.579
N  0.767  -0.817  0.893
S  -1.208  2.283  -1.134
Cl  0.733  -1.180  -3.664
H  1.533  2.510  -1.252
H  0.124  1.757  0.918
H  2.770  -2.953  1.462
H  1.549  -2.568  2.716
H  1.409  -3.938  1.775
H  -0.769  4.583  -0.223
H  -1.869  3.499  0.627
H  -2.269  4.345  -0.855
H  0.959  -2.510  -0.275
H  -0.351  -2.698  1.011
H  -1.060  -1.394  -1.591
H  -1.755  -1.384  0.379
H  -1.929  -0.157  1.587
H  0.788  -0.560  1.858

Forces on atoms 1 to 6 (eV/Å):
C 0.26 0.04 0.15
C 2.27 0.58 0.83
C -0.47 -0.33 -1.81
C 3.86 -0.49 2.63
C 0.74 1.19 -4.29
C 0.99 -2.31 0.48

As for the energy: -1352.19352 Eh. The value obtained for the HOMO energy is -12.5 eV. The net charge is +1.

The molecule's Mulliken atomic charges, reported in e, are given here:
1. C -0.31
2. C 0.39
3. C -0.73
4. C 0.29
5. C -1.37
6. C -0.89
7. C -0.15
8. N -0.52
9. N -0.13
10. N -0.45
11. N -0.43
12. S 0.07
13. Cl -0.06
14. H 0.55
15. H 0.88
16. H 0.30
17. H 0.45
18. H 0.45
19. H 0.34
20. H 0.34
21. H 0.39
22. H 0.22
23. H 0.15
24. H 0.27
25. H 0.36
26. H 0.29
27. H 0.31

=====

Formula: C7H14F3N2O5RbS
Source: the Open Molecules 2025 dataset
Level of theory: wB97M-V/def2-TZVPD

Geometry (Å):
Rb  0.843  -0.478  0.440
C  -4.475  0.310  0.365
F  -5.597  -0.030  1.044
F  -4.541  -0.408  -0.766
F  -4.419  1.636  -0.010
S  -3.066  -0.177  1.471
O  -1.918  0.536  0.969
O  -3.447  0.258  2.834
O  -2.926  -1.637  1.354
C  3.919  1.973  0.922
O  3.323  0.899  1.002
N  4.757  2.274  1.915
C  5.781  3.386  1.748
C  4.884  1.483  3.125
H  3.790  2.794  0.199
H  5.705  4.084  2.582
H  5.590  4.116  0.962
H  6.767  2.960  1.562
H  5.829  0.968  2.957
H  4.934  2.051  4.054
H  4.040  0.793  3.152
C  -1.461  -1.674  -1.739
O  -0.452  -1.082  -2.126
N  -2.382  -2.212  -2.553
C  -3.579  -2.882  -1.987
C  -2.170  -2.307  -4.017
H  -1.663  -1.640  -0.657
H  -3.473  -2.755  -0.910
H  -3.631  -3.906  -2.356
H  -4.508  -2.365  -2.227
H  -2.332  -3.321  -4.384
H  -2.914  -1.718  -4.555
H  -1.210  -1.930  -4.368

Forces on atoms 1 to 6 (eV/Å):
Rb -0.37 0.19 -0.07
C -0.46 0.08 0.10
F 0.35 1.16 -0.48
F 0.47 0.28 -0.11
F -0.52 -1.75 0.89
S 0.27 -0.81 3.72

As for the energy: -1482.75088 Eh. The value obtained for the HOMO energy is -8.8 eV.

The molecule's Mulliken atomic charges, reported in e, are given here:
1. Rb 0.94
2. C 0.59
3. F -0.21
4. F -0.21
5. F -0.23
6. S 1.06
7. O -0.64
8. O -0.63
9. O -0.69
10. C 0.22
11. O -0.66
12. N 0.07
13. C -0.91
14. C -0.88
15. H 0.34
16. H 0.33
17. H 0.32
18. H 0.31
19. H 0.34
20. H 0.30
21. H 0.25
22. C 0.72
23. O -0.70
24. N 0.18
25. C -0.90
26. C -0.93
27. H -0.19
28. H 0.25
29. H 0.34
30. H 0.31
31. H 0.30
32. H 0.33
33. H 0.30

=====

Number 1: gap between HOMO and LUMO 7.20 eV. Number 2: gap between HOMO and LUMO 9.33 eV. Number 3: gap between HOMO and LUMO 9.54 eV. Number 4: gap between HOMO and LUMO 7.81 eV. Number 5: gap between HOMO and LUMO 8.65 eV.